[1]
Molecular formula: C17H26Cl24N4O7P3S2
Method: DFT, ωB97M-V/def2-TZVPD

Values from the calculation:
max |F|	6.50	eV Å⁻¹
frontier orbital gap	7.08	eV
DFT total energy	-388416.3274	eV
total charge	-1
highest occupied orbital energy	-5.3	eV

Last column: Mulliken charge in e.
Element x y z (Å)
C: 1.6935 -3.7172 0.6178  -0.89
C: 1.0169 -2.7889 1.7876  -0.41
O: -0.0125 -1.9176 1.3942  -0.26
P: 0.2988 -0.4194 0.6237  0.93
C: 2.2355 -0.4310 0.7028  0.29
C: 2.9010 0.9744 0.2318  -0.43
O: 3.5423 1.1409 -0.8383  -0.50
O: 2.8431 2.1168 1.1203  -0.11
N: 0.1724 -1.3479 -0.9536  -0.69
C: -0.9826 -1.9512 -0.9089  0.50
O: -1.8965 -2.8098 -1.0443  -0.64
P: 0.0952 1.3290 -0.7226  0.33
S: 0.7234 0.9902 -2.5727  -0.37
O: -1.4715 -0.2907 0.6568  -0.06
C: -1.9758 0.4936 1.7873  0.06
N: -2.2539 1.9470 1.5667  -0.28
C: -3.4321 -0.0645 2.1886  -1.17
N: -3.5255 -1.5530 2.2789  -0.46
C: -0.7978 0.5040 2.9306  -0.06
O: -0.7080 1.7276 3.7652  -0.18
C: 0.5416 1.7753 4.4171  0.62
N: 1.4959 1.7280 5.1629  -0.65
P: -0.9313 -0.8365 4.3190  0.09
S: -2.4646 -0.5418 5.4909  -0.38
O: 0.4256 0.4892 2.1303  0.06
H: 2.7473 -3.3683 0.3324  0.26
H: 0.9775 -3.8079 -0.2764  0.14
H: 1.8243 -4.8000 1.0163  0.34
H: 0.4877 -3.6104 2.4321  0.38
H: 1.8099 -2.4010 2.5435  0.22
H: 2.7039 -1.2062 -0.0023  0.17
H: 2.6157 -0.5311 1.7939  0.29
H: 3.0493 2.8875 0.5266  0.31
H: 0.6342 2.5560 -0.1806  0.02
H: -1.3130 1.6243 -0.9074  -0.26
H: -2.8309 2.0689 0.7153  0.26
H: -1.3913 2.4943 1.4245  0.23
H: -4.1365 0.2529 1.3214  0.26
H: -3.8732 0.4067 3.1342  0.25
H: -4.1385 -1.9333 1.5305  0.33
H: -2.5939 -1.9867 2.2371  0.22
H: 0.2424 -0.8761 5.1462  0.18
H: -1.0264 -2.1559 3.7177  0.01
C: 5.8135 0.2405 -3.3323  0.36
Cl: 7.1347 -0.9382 -3.3916  -0.15
Cl: 6.3748 1.8303 -3.8721  -0.15
Cl: 4.4493 -0.3040 -4.3154  -0.11
H: 5.4774 0.3281 -2.2999  0.05
C: 4.5387 4.1340 3.2423  0.06
Cl: 3.2720 4.6612 2.1251  -0.15
Cl: 6.1374 4.5666 2.6184  -0.13
Cl: 4.2855 4.8386 4.8451  -0.13
H: 4.4868 3.0498 3.3317  0.29
C: -3.7823 0.2725 -2.6104  0.02
Cl: -5.0989 -0.1898 -1.5204  -0.16
Cl: -3.2756 1.9392 -2.2955  -0.11
Cl: -2.4193 -0.8496 -2.4489  0.05
H: -4.1508 0.2179 -3.6338  0.31
C: -2.9018 -2.6617 -5.5713  0.92
Cl: -2.9810 -4.4242 -5.4431  -0.03
Cl: -1.7603 -2.1796 -6.8361  -0.15
Cl: -4.5070 -1.9882 -5.8937  -0.16
H: -2.5487 -2.2648 -4.6218  -0.55
C: 0.8804 -4.9262 -6.3809  0.44
Cl: 2.5030 -4.8078 -7.0783  -0.14
Cl: 0.0784 -6.4097 -6.9197  -0.13
Cl: 0.9567 -4.8664 -4.6148  -0.08
H: 0.2955 -4.0758 -6.7272  -0.10
C: 3.7638 8.5669 2.5114  0.72
Cl: 2.4964 9.0938 1.3935  -0.13
Cl: 5.3624 9.0000 1.8872  -0.13
Cl: 3.5107 9.2722 4.1147  -0.13
H: 3.7130 7.4815 2.6018  -0.31
C: -5.7495 -7.2828 -3.7941  0.03
Cl: -4.1005 -7.3862 -4.4266  -0.10
Cl: -6.1268 -8.7014 -2.8049  -0.14
Cl: -5.9640 -5.7971 -2.8582  -0.09
H: -6.4386 -7.2596 -4.6365  0.29
C: -1.4202 5.0054 3.4341  0.72
Cl: -2.6870 5.5322 2.3159  -0.14
Cl: 0.1794 5.4386 2.8103  -0.08
Cl: -1.6738 5.7102 5.0375  -0.15
H: -1.4717 3.9209 3.5240  -0.35

---

[2]
Molecular formula: C17H26MnN2O
Method: DFT, ωB97M-V/def2-TZVPD

Values from the calculation:
max |F|	6.36	eV Å⁻¹
multiplicity	4
frontier orbital gap (alpha / beta)	7.39 / 7.86	eV
expectation value of S²	4.24
DFT total energy	-54375.5696	eV
total charge	+2
highest occupied orbital energy (alpha / beta)	-14.7 / -14.8	eV

Last column: Mulliken spin population.
Element x y z (Å)
C: -0.2205 1.6332 1.3623  -0.50
C: -0.3742 -1.3576 1.3926  -0.20
H: 0.8035 1.9094 1.6933  -0.03
H: -0.9406 1.4187 2.2971  0.03
H: -0.9550 2.2913 0.9381  0.03
H: 0.1261 -2.3289 1.1165  0.00
H: 0.5731 -1.4785 2.3964  0.00
H: -1.4203 -1.4926 1.9051  -0.01
C: 0.4898 2.6493 -1.6045  0.03
C: 0.8451 3.4463 -2.6807  0.00
C: 1.0817 2.8417 -3.9224  0.01
C: 0.9455 1.4586 -4.0203  0.00
H: 0.3091 3.0842 -0.6014  -0.01
H: 0.9463 4.5247 -2.5511  0.00
H: 1.3697 3.4245 -4.7881  0.00
H: 1.1356 0.9438 -4.9634  0.00
N: 0.3695 1.3118 -1.6787  -0.03
C: 0.5814 0.7088 -2.8964  -0.01
C: 0.4482 -0.7565 -2.9145  0.02
N: 0.1905 -1.3457 -1.6973  0.01
C: 0.0596 -2.6850 -1.6585  0.03
C: 0.4776 -2.9131 -4.0119  0.01
C: 0.2016 -3.5005 -2.7688  0.00
H: -0.1587 -3.1103 -0.6579  0.00
H: 0.1001 -4.5822 -2.6679  0.00
C: 0.5974 -1.5269 -4.0729  0.00
H: 0.8074 -1.0249 -5.0174  0.00
H: 0.5963 -3.5115 -4.9051  0.00
Mn: -0.0686 0.0114 -0.1701  3.83
C: -2.0474 0.0326 -0.1856  -0.26
H: -2.4018 -1.0068 -0.2976  0.02
H: -2.2985 0.6039 -1.0968  0.02
H: -2.5319 0.4973 0.6842  0.02
C: 0.9936 -0.9814 4.3486  0.00
C: 0.0261 0.0322 3.8825  0.01
C: -1.4339 -0.2792 4.0964  0.00
C: 0.5331 1.4210 4.1515  0.00
O: 0.3595 -0.2346 2.0821  0.01
H: 0.8976 -0.8304 5.3586  0.00
H: 2.0205 -0.8088 4.0597  0.00
H: 0.7563 -2.0379 4.1578  0.00
H: -1.4084 -0.1557 5.1427  0.00
H: -2.1933 0.3951 3.7066  0.00
H: -1.7484 -1.3122 3.9126  0.00
H: 1.5468 1.5695 3.8195  0.00
H: -0.0858 2.2390 3.8665  0.00
H: 0.5067 1.3370 5.1779  0.00

---

[3]
Molecular formula: C17H26N2O2
Method: DFT, ωB97M-V/def2-TZVPD

Values from the calculation:
energy above the lowest of the compared OMol25 structures with the same formula, charge and spin	0.701	eV
max |F|	0.42	eV Å⁻¹
frontier orbital gap	8.76	eV
DFT total energy	-25126.2168	eV
total charge	0
highest occupied orbital energy	-8.0	eV

Last column: Mulliken charge in e.
Element x y z (Å)
C: 4.3468 1.2742 -2.4456  -0.74
O: 4.1033 1.8886 -1.2038  -0.46
C: 3.5376 1.1514 -0.2090  0.81
C: 3.3099 1.8249 0.9926  -0.72
C: 2.7504 1.1590 2.0620  -0.53
C: 2.3970 -0.1768 1.9505  -0.54
C: 2.6023 -0.8547 0.7576  0.80
C: 2.1767 -2.2987 0.6068  -1.81
N: 0.8297 -2.5456 0.1249  0.27
C: -0.2647 -2.2011 1.0025  -1.23
C: -0.7701 -0.7545 0.8351  -0.28
N: -1.1132 -0.5274 -0.5488  0.06
C: -2.3306 -0.3195 -1.1055  0.63
O: -2.4551 -0.2186 -2.3151  -0.72
C: -3.5416 -0.1628 -0.2045  -0.90
C: -3.9050 1.3230 -0.0482  0.78
C: -5.2567 1.4607 0.6480  -1.57
C: -2.8303 2.0829 0.7248  -1.36
C: 0.0300 -0.7435 -1.4162  -0.81
C: 0.5340 -2.1845 -1.2454  -1.04
C: 3.1853 -0.1885 -0.3155  -0.40
H: 4.7873 2.0465 -3.0741  0.24
H: 5.0511 0.4411 -2.3516  0.32
H: 3.4201 0.9184 -2.9081  0.28
H: 3.5893 2.8641 1.0597  0.45
H: 2.5875 1.6830 2.9920  0.41
H: 1.9655 -0.6930 2.7958  0.41
H: 2.8533 -2.8039 -0.0895  0.44
H: 2.2585 -2.7995 1.5764  0.50
H: 0.0371 -2.3716 2.0370  0.38
H: -1.0943 -2.8801 0.7673  0.38
H: -1.6206 -0.5850 1.4904  0.54
H: 0.0233 -0.0499 1.1113  -0.01
H: -4.3650 -0.6632 -0.7187  0.47
H: -3.4184 -0.6276 0.7718  0.38
H: -3.9797 1.7499 -1.0536  0.27
H: -6.0363 0.9581 0.0806  0.39
H: -5.5269 2.5095 0.7459  0.39
H: -5.2187 1.0227 1.6439  0.36
H: -2.7380 1.6949 1.7379  0.27
H: -3.0904 3.1372 0.7890  0.44
H: -1.8657 2.0001 0.2301  0.33
H: -0.2936 -0.5734 -2.4440  0.50
H: 0.8118 -0.0242 -1.1516  0.39
H: 1.4210 -2.3476 -1.8586  0.42
H: -0.2544 -2.8620 -1.5956  0.39
H: 3.3605 -0.7332 -1.2308  0.42

---

[4]
Molecular formula: C17H26N2O2
Method: DFT, ωB97M-V/def2-TZVPD

Values from the calculation:
energy above the lowest of the compared OMol25 structures with the same formula, charge and spin	4.055	eV
max |F|	4.28	eV Å⁻¹
frontier orbital gap	9.10	eV
DFT total energy	-25122.8624	eV
total charge	0
highest occupied orbital energy	-8.3	eV

Last column: Mulliken charge in e.
Element x y z (Å)
C: 0.6984 -0.7561 5.7039  -1.01
N: 0.0077 -0.3405 4.4988  -0.16
C: 0.8027 0.5054 3.6134  -1.11
C: 0.1101 0.5707 2.2709  -0.60
C: -0.1347 -0.8385 1.7268  -1.76
C: 0.3403 -1.0935 0.1807  2.79
C: 1.8056 -0.9115 0.1491  -0.40
N: 2.9608 -0.6933 0.2015  -0.74
C: -0.3005 -0.1312 -0.7632  -0.25
C: -1.7417 0.1761 -0.6726  -0.84
C: -2.2944 1.0379 -1.6478  -0.85
C: -1.5295 1.7469 -2.6170  0.48
O: -2.1773 2.7339 -3.2152  -0.50
C: -1.9937 2.8705 -4.6402  -0.78
C: -0.1192 1.4514 -2.6489  0.01
O: 0.7120 2.0674 -3.4965  -0.54
C: 1.1170 3.3844 -3.0877  -0.74
C: 0.4531 0.5462 -1.7738  -0.18
C: 0.0650 -2.5019 -0.2810  0.10
C: 0.7096 -2.8179 -1.6529  -1.32
C: 0.4397 -3.5862 0.7389  -1.67
H: 0.7590 0.0663 6.3393  0.40
H: 1.7591 -0.9673 5.5272  0.31
H: 0.1338 -1.6334 6.1153  0.27
H: -0.9545 0.0498 4.7391  0.24
H: 1.8311 -0.0793 3.5442  0.36
H: 1.0423 1.4674 3.9991  0.56
H: -0.9414 1.0362 2.1620  0.31
H: 0.7967 1.0512 1.5694  0.34
H: 0.4502 -1.5249 2.3360  0.85
H: -1.2104 -1.0948 1.8404  0.27
H: -2.4548 -0.1793 0.0798  0.38
H: -3.3845 1.1460 -1.6561  0.36
H: -1.2323 3.5887 -4.9311  0.27
H: -2.9077 3.1217 -5.0928  0.34
H: -1.6341 1.8876 -5.0502  0.31
H: 1.7609 3.8603 -3.7901  0.29
H: 0.1817 3.9271 -3.1143  0.30
H: 1.6948 3.4053 -2.0913  0.24
H: 1.4525 0.3475 -1.8684  0.83
H: -0.9861 -2.5403 -0.2763  0.54
H: 0.5269 -1.9544 -2.3034  0.32
H: 0.1056 -3.6203 -2.0920  0.48
H: 1.8017 -3.0370 -1.5872  0.32
H: -0.1061 -3.5550 1.6751  0.37
H: 1.4529 -3.6183 1.0461  0.39
H: 0.1315 -4.5711 0.2928  0.42